# 1
# C4H8NPS

C4H8NPS as an isolated structure (wB97M-V/def2-TZVPD, OMol25).

```
15
Properties=species:S:1:pos:R:3:forces:R:3:nbo_charge:R:1
C -0.6996 -0.9073 0.5869 -0.471 -1.585 -3.354 -0.583
C 0.4314 -0.3639 0.0646 -0.157 -0.178 -0.645 0.182
C 0.8011 -0.4397 -1.3934 -0.799 0.225 -1.544 -0.697
C 1.3104 0.4007 0.9419 4.265 2.236 0.748 -0.720
N -1.6841 2.0420 0.9689 0.296 0.449 0.349 -1.000
P -2.1180 0.8705 0.1818 -1.306 -0.769 -1.155 1.253
S -3.4198 0.0064 -1.0351 1.068 0.589 0.843 -0.475
H -0.7129 -0.8500 1.6133 -0.739 -0.325 2.276 0.236
H -1.3262 -1.6549 -0.0378 1.127 1.379 1.451 0.271
H 1.7222 0.2053 -1.6123 -1.104 -1.622 0.153 0.240
H -0.0193 0.0072 -2.0567 0.778 -0.281 1.091 0.258
H 0.7447 -1.5263 -1.7770 0.896 1.620 0.667 0.258
H 2.3424 0.6879 0.4079 -2.039 -1.095 1.012 0.224
H 1.6214 0.0799 1.9964 -0.895 -0.357 -1.590 0.256
H 1.0063 1.4422 1.1508 -0.920 -0.286 -0.301 0.296
```
Positions in Å, forces in eV/Å.

Output
Kohn-Sham gap (spin up / spin down) = 8.028 / 8.027 eV


# 2
# C4H8NS

A 2-piece molecular cluster, C4H8NS overall (wB97M-V/def2-TZVPD, OMol25).

```
14
Properties=species:S:1:pos:R:3:forces:R:3:nbo_charge:R:1
C -2.8906 -0.2946 0.0127 -2.569 1.053 -0.220 -0.119
C 0.9965 0.8588 -0.1528 0.009 -0.294 -0.351 -0.411
C -0.4194 0.9678 0.3288 -0.401 0.405 -0.340 -0.468
C 0.0307 -0.2613 -0.4377 0.410 0.520 -0.087 -0.077
N 0.0245 -1.4813 0.2889 -0.621 -0.535 0.419 -0.849
S -4.1931 0.4350 -0.1856 1.984 -0.860 0.201 0.696
H -1.0554 1.6915 -0.1609 0.051 0.176 0.012 0.221
H 1.2878 1.4743 -0.9903 -0.019 0.096 0.005 0.239
H 1.7794 0.7003 0.5728 -0.022 -0.130 0.110 0.235
H -0.6036 0.8546 1.3849 0.032 -0.068 0.227 0.227
H -0.2987 -0.3877 -1.4633 -0.001 0.138 0.017 0.218
H -2.1007 -0.9930 0.2354 1.058 -0.500 0.113 0.306
H 0.4986 -1.4055 1.1841 -0.024 -0.112 -0.173 0.385
H 0.3919 -2.2693 -0.2300 0.113 0.111 0.066 0.397
```
Positions in Å, forces in eV/Å.

Output
Kohn-Sham gap = 6.379 eV
Total charge = +1


# 3
# C4H8NS

An isolated ion of composition C4H8NS and charge +1 (wB97M-V/def2-TZVPD, OMol25).

```
14
Properties=species:S:1:pos:R:3:forces:R:3:nbo_charge:R:1
C 1.7429 -1.5386 0.4968 0.309 0.564 -0.564 -0.063
C 1.0291 -0.5807 0.6233 0.176 -0.268 1.410 -0.152
C 0.1686 0.4733 1.1024 -0.245 0.279 -3.347 -0.198
N 0.6246 1.8487 0.1347 -3.198 -1.313 1.222 -0.791
S -1.5723 0.1757 0.6740 0.319 -0.905 -0.173 0.217
C -1.6761 -1.5339 -0.1969 0.076 3.211 -1.697 -0.641
H 2.5119 -2.2373 0.2502 -0.207 -0.269 0.122 0.269
H 0.3203 0.9004 2.0635 0.170 -0.222 0.944 0.253
H -0.1742 1.7734 -0.6391 2.871 0.180 1.147 0.477
H 1.6700 1.8035 0.0105 -1.556 0.622 -0.462 0.470
H 0.2230 2.5580 0.7979 1.346 -0.060 -1.108 0.440
H -1.1599 -1.6247 -1.1665 -0.415 0.859 0.129 0.235
H -2.7520 -1.5314 -0.3247 -0.057 -0.721 0.180 0.253
H -1.1819 -2.2331 0.3568 0.412 -1.956 2.196 0.231
```
Positions in Å, forces in eV/Å.

Output
SMILES string = C#C[C@@H]([NH3+])SC
Kohn-Sham gap = 10.078 eV
Total charge = +1


# 4
# C4H8NS

A 2-piece molecular cluster, C4H8NS overall (wB97M-V/def2-TZVPD, OMol25).

```
14
Properties=species:S:1:pos:R:3:forces:R:3:nbo_charge:R:1
C -1.4718 0.0153 -0.9535 1.634 1.578 -0.451 -0.452
C -0.2568 -1.0068 -0.8192 1.885 1.591 -2.154 -0.396
C -1.1349 0.4732 0.4462 -1.090 2.151 1.591 -0.113
C 0.0266 -0.4258 0.5590 -1.483 -0.552 0.682 -0.134
N 1.2292 -0.0770 1.2748 2.685 1.874 0.044 -0.703
S -1.3224 -0.8583 1.6430 -0.619 0.227 0.334 0.230
H -1.2353 0.8519 -1.7011 -0.472 -1.423 0.893 0.248
H -2.4653 -0.3317 -1.0134 -0.967 -0.588 -0.520 0.246
H -0.4540 -2.0596 -0.8200 -0.187 -0.456 -0.099 0.257
H 0.5441 -0.7251 -1.6242 -1.316 -0.686 1.460 0.236
H -1.6896 2.3259 1.1945 1.052 -2.573 -1.112 0.170
H 1.6953 -0.7814 1.9622 -1.299 1.330 -1.410 0.479
H 1.0328 0.8890 1.7511 0.467 -2.200 -0.522 0.482
H 1.9240 0.1497 0.5049 -0.289 -0.274 1.264 0.451
```
Positions in Å, forces in eV/Å.

Output
Kohn-Sham gap (spin up / spin down) = 8.365 / 8.748 eV
Total charge = +1


# 5
# C4H8O

C4H8O as an isolated structure (wB97M-V/def2-TZVPD, OMol25).

```
13
Properties=species:S:1:pos:R:3:forces:R:3:nbo_charge:R:1
C 0.9067 -0.2836 -1.3363 0.060 -0.144 -0.163 -0.715
C -0.3836 0.7237 -0.3616 -0.160 0.162 -0.183 -0.361
C -0.3046 0.5651 1.1041 -0.129 -0.066 0.270 -0.606
C -0.8056 -0.6632 1.5967 0.050 0.120 0.057 0.334
O -1.1990 -1.5863 0.8686 0.069 0.127 0.079 -0.681
H 0.5733 -1.3199 -1.3045 0.065 0.142 -0.013 0.257
H 1.9668 -0.1774 -1.0749 -0.151 0.008 0.016 0.235
H 0.7151 0.1903 -2.2964 0.010 -0.047 0.172 0.247
H -0.1691 1.7132 -0.7555 -0.036 -0.175 0.093 0.238
H -1.2132 0.1808 -0.8135 0.119 0.106 0.068 0.260
H 0.6241 0.0869 -0.0489 0.195 -0.112 -0.144 0.448
H 0.1155 1.3485 1.7215 -0.086 -0.120 -0.084 0.227
H -0.8263 -0.7780 2.7007 -0.005 0.000 -0.168 0.117
```
Positions in Å, forces in eV/Å.

Output
Kohn-Sham gap = 8.454 eV


# 6
# C4H8O

An isolated molecule of C4H8O (wB97M-V/def2-TZVPD, OMol25).

```
13
Properties=species:S:1:pos:R:3:forces:R:3:nbo_charge:R:1
C 1.3980 -0.1786 -0.3725 0.014 0.071 0.028 -0.605
C -0.1163 0.0438 -0.3432 -0.003 -0.059 -0.055 -0.337
C -0.6913 1.1389 0.5765 0.021 0.037 0.018 -0.611
C -0.7996 -1.2673 -0.0095 0.116 -0.383 -0.147 0.452
O -0.3097 -2.3598 -0.1649 -0.204 0.423 0.073 -0.520
H 1.9283 0.7150 -0.7142 -0.099 -0.076 0.087 0.209
H 1.7908 -0.4736 0.6076 -0.112 0.111 -0.124 0.211
H 1.6109 -0.9988 -1.0666 0.039 0.186 0.164 0.231
H -0.4228 0.2873 -1.3727 -0.025 -0.090 0.128 0.224
H -1.6458 1.5002 0.1735 0.173 -0.071 0.119 0.215
H -0.0297 2.0046 0.6745 -0.011 -0.179 -0.099 0.221
H -0.8985 0.7603 1.5861 0.175 0.050 -0.150 0.208
H -1.8144 -1.1719 0.4253 -0.082 -0.020 -0.041 0.102
```
Positions in Å, forces in eV/Å.

Output
SMILES string = CC(C)C=O
Kohn-Sham gap = 10.720 eV


# 7
# C4H8O

An isolated molecule of C4H8O (wB97M-V/def2-TZVPD, OMol25).

```
13
Properties=species:S:1:pos:R:3:forces:R:3:nbo_charge:R:1
C -1.2363 0.3599 0.4246 0.404 0.121 1.747 -0.673
C -0.0155 0.1111 -0.4642 0.215 0.341 0.374 -0.333
C 0.5178 -1.3304 -0.4433 0.068 0.050 0.109 -0.594
C 0.8804 1.1452 0.2207 1.088 0.201 0.393 0.459
O 0.9350 1.3085 1.4263 0.978 0.016 -0.967 -0.530
H -1.7984 -0.5084 0.7411 -0.159 -0.480 -0.472 0.209
H -0.5987 0.6907 1.4423 -3.287 -0.619 -2.237 0.273
H -1.9277 1.0613 -0.0947 0.494 -0.083 0.985 0.216
H -0.1007 0.4138 -1.5195 -0.266 0.003 0.352 0.205
H 1.5027 -1.4125 -0.9170 -0.121 0.047 0.101 0.209
H -0.1656 -1.9864 -0.9968 0.080 0.219 0.131 0.218
H 0.5895 -1.7123 0.5786 0.031 0.094 -0.060 0.216
H 1.4175 1.8596 -0.3981 0.476 0.091 -0.455 0.126
```
Positions in Å, forces in eV/Å.

Output
SMILES string = CC(C)C=O
Kohn-Sham gap = 10.679 eV


# 8
# C4H8O

An isolated molecule of C4H8O (wB97M-V/def2-TZVPD, OMol25).

```
13
Properties=species:S:1:pos:R:3:forces:R:3:nbo_charge:R:1
O 1.1880 -0.5617 0.0778 -0.913 0.935 -0.259 -0.529
C 1.6828 0.9212 0.4996 0.809 0.616 0.605 -0.573
C 0.0025 -0.0349 -0.6065 -0.333 -1.008 -0.350 0.107
C -1.2176 0.4852 0.0680 0.122 -0.053 0.193 -0.430
C -1.2116 -0.8810 -0.5963 -0.320 -0.271 -0.191 -0.472
H 1.0123 -1.1762 0.8229 -0.206 0.565 -0.550 0.510
H 2.7596 0.8136 0.4049 0.345 -0.234 0.339 0.135
H 1.3865 0.9014 1.5577 0.281 0.132 0.055 0.116
H 0.3369 0.4622 -1.5094 0.011 -0.271 0.282 0.242
H -1.2520 0.5258 1.1523 0.076 -0.150 -0.132 0.225
H -1.7560 1.3100 -0.4013 0.371 -0.229 0.023 0.232
H -1.2212 -1.7351 0.0747 -0.060 0.032 -0.134 0.212
H -1.7101 -1.0306 -1.5443 -0.183 -0.062 0.119 0.225
```
Positions in Å, forces in eV/Å.

Output
Kohn-Sham gap = 7.530 eV


# 9
# C4H8O

An isolated molecule of C4H8O (wB97M-V/def2-TZVPD, OMol25).

```
13
Properties=species:S:1:pos:R:3:forces:R:3:nbo_charge:R:1
O -1.5468 1.5717 0.3846 -0.005 -0.644 0.423 -0.716
C -0.3740 0.8911 0.8546 -0.069 -0.512 0.307 -0.060
C -0.1401 -0.4669 0.2051 -0.578 0.260 0.359 -0.268
C 1.2591 -0.8363 -0.2058 -0.292 0.105 -0.281 -0.416
C 0.2116 -0.4662 -1.2435 -0.067 -0.023 -0.641 -0.419
H -2.3169 1.0276 0.6170 0.322 0.276 -0.141 0.462
H -0.3850 0.7406 1.9618 -0.104 0.349 -0.627 0.164
H 0.4517 1.5536 0.6026 0.069 0.045 0.053 0.177
H -0.8005 -1.2644 0.5711 0.345 0.253 -0.157 0.206
H 2.0510 -0.1215 0.0097 -0.146 -0.195 -0.070 0.214
H 1.5364 -1.8838 -0.1528 0.054 0.186 0.050 0.218
H -0.1949 -1.2739 -1.8813 0.366 0.621 0.457 0.217
H 0.2484 0.5283 -1.7232 0.104 -0.724 0.268 0.221
```
Positions in Å, forces in eV/Å.

Output
SMILES string = OCC1CC1
Kohn-Sham gap = 11.277 eV


# 10
# C4H8O

An isolated molecule of C4H8O (wB97M-V/def2-TZVPD, OMol25).

```
13
Properties=species:S:1:pos:R:3:forces:R:3:nbo_charge:R:1
C 0.8368 -0.2499 1.2056 0.492 -0.189 -0.719 -0.610
C -0.0088 -0.4277 -0.2891 0.256 0.163 0.745 -0.286
C 0.1046 0.4316 -1.5846 0.239 0.141 0.386 -0.620
C -1.1572 0.0006 0.5143 -0.905 0.184 -0.106 0.418
O -1.5195 1.1518 0.5962 -0.630 -0.291 -0.091 -0.580
H 1.5898 0.5332 1.1501 0.143 -0.115 -0.415 0.232
H 0.2265 0.0678 2.0909 0.099 -0.284 -1.127 0.237
H 1.2731 -1.1942 1.5357 0.175 0.038 -0.457 0.220
H -0.0715 -1.4853 -0.5957 0.204 0.322 0.673 0.215
H -0.8972 0.4950 -2.0530 0.362 -0.226 0.405 0.223
H 0.7750 0.0395 -2.3639 0.011 -0.014 0.582 0.214
H 0.3644 1.4641 -1.3651 0.176 0.012 0.024 0.227
H -1.5160 -0.8263 1.1587 -0.621 0.260 0.101 0.109
```
Positions in Å, forces in eV/Å.

Output
SMILES string = CC(C)C=O
Kohn-Sham gap = 10.416 eV


# 11
# C4H8O

An isolated molecule of C4H8O (wB97M-V/def2-TZVPD, OMol25).

```
13
Properties=species:S:1:pos:R:3:forces:R:3:nbo_charge:R:1
C -0.4909 -1.8068 0.5998 -1.563 0.411 -1.761 -0.370
C -0.9700 -0.7792 -0.1262 0.310 -1.804 0.027 -0.212
C -0.7141 0.6015 0.3442 0.802 1.090 -0.365 -0.113
O -0.0650 1.5124 -0.5665 0.602 -1.288 0.749 -0.526
C 1.3036 1.1469 -0.6710 -0.107 -0.871 -0.928 -0.264
H -0.7146 -2.8284 0.3456 -0.040 -0.220 -0.178 0.195
H -0.0145 -1.6672 1.5180 1.010 0.388 1.205 0.185
H -1.6052 -1.0240 -1.0171 0.772 0.653 0.765 0.214
H -1.6182 1.1164 0.5047 -1.378 0.413 0.633 0.197
H -0.1039 0.5878 1.2664 -0.417 -0.161 -0.151 0.166
H 1.4128 0.1299 -1.1540 -0.060 0.988 0.356 0.170
H 1.6990 1.9092 -1.3164 0.644 0.138 -0.284 0.194
H 1.8811 1.1014 0.2726 -0.574 0.263 -0.068 0.164
```
Positions in Å, forces in eV/Å.

Output
SMILES string = C=CCOC
Kohn-Sham gap = 11.119 eV


# 12
# C4H8O

An isolated molecule of C4H8O (wB97M-V/def2-TZVPD, OMol25).

```
13
Properties=species:S:1:pos:R:3:forces:R:3:nbo_charge:R:1
C 0.6062 -0.0803 -1.3194 -0.373 -0.447 0.168 -0.607
C 0.1621 -0.3785 0.2239 0.200 0.212 -0.452 -0.315
C -1.2900 -0.5469 0.7386 0.037 0.079 -0.272 -0.612
C 0.7005 0.9398 0.6469 -0.041 0.445 0.441 0.439
O 0.0380 1.9489 0.6969 0.335 -0.172 0.458 -0.556
H 1.3344 -0.8001 -1.7024 -0.395 -0.213 0.121 0.220
H 1.1177 0.8953 -1.4373 -0.273 -0.440 0.317 0.224
H -0.2521 0.0034 -1.9854 -0.099 -0.298 0.110 0.230
H 0.7580 -1.2068 0.6369 0.058 0.375 -0.329 0.212
H -1.9901 0.1393 0.2629 0.062 -0.091 -0.145 0.225
H -1.6857 -1.5694 0.6935 0.270 0.215 -0.338 0.213
H -1.3037 -0.2742 1.8057 0.159 -0.056 -0.303 0.219
H 1.8046 0.9296 0.7392 0.059 0.391 0.225 0.108
```
Positions in Å, forces in eV/Å.

Output
SMILES string = CC(C)C=O
Kohn-Sham gap = 10.574 eV


The following energy above the lowest of the compared OMol25 structures with the same formula, charge and spin values (in kcal/mol) correspond, in order, to the records above: 71.1, 64.2, 59.5, 122.7, 103.2, 7.9, 36.7, 132.2, 26.2, 37.3, 37.9, 23.1.